Record 1
This record from the OMol25 dataset describes a structure of composition C8H20AgClO4 at a distorted geometry. The level of theory is the ωB97M-V functional and the def2-TZVPD basis.

```
! wB97M-V def2-TZVPD RIJCOSX def2/J DEFGRID3
* xyz 0 1
Ag -1.20 27.95 -4.11
Cl 0.32 27.13 -5.97
C -4.32 25.90 -3.54
O -2.97 26.20 -3.25
C -2.71 26.27 -1.85
C -1.24 26.14 -1.61
O -0.61 27.37 -1.94
C 0.80 27.35 -1.84
H -4.67 25.04 -2.96
H -4.37 25.70 -4.61
H -4.98 26.74 -3.29
H -3.22 25.42 -1.39
H -3.09 27.22 -1.47
H -0.79 25.31 -2.17
H -1.06 25.95 -0.54
H 1.23 26.70 -2.61
H 1.13 26.98 -0.86
H 1.17 28.36 -1.99
C -3.45 28.67 -6.44
O -3.05 28.98 -5.11
C -2.79 30.35 -4.92
C -2.88 30.75 -3.48
O -2.15 29.85 -2.65
C -2.14 30.26 -1.31
H -2.71 29.02 -7.16
H -4.43 29.12 -6.65
H -3.55 27.59 -6.49
H -3.52 30.96 -5.48
H -1.79 30.59 -5.30
H -3.92 30.77 -3.13
H -2.52 31.79 -3.37
H -1.45 31.10 -1.16
H -1.79 29.42 -0.71
H -3.14 30.53 -0.95
*
```

Values from the calculation:
E_tot = -1224.86748 Eh
ΔE to the lowest compared entry with this formula, charge and spin = 0.013 eV

Atom charges from the Mulliken analysis, given in e for atoms 1 to 4:
1. Ag 0.3905
2. Cl -0.6669
3. C -0.8424
4. O -0.2012

Record 2
This record from the OMol25 dataset describes a structure of composition C8H20Br2F3N3O6SSi2 at a distorted geometry. The level of theory is the ωB97M-V functional and the def2-TZVPD basis.

```
! wB97M-V def2-TZVPD RIJCOSX def2/J DEFGRID3
* xyz 0 1
N 1.78 3.88 0.52
C 0.51 3.36 0.00
N 0.74 2.41 -1.13
N -0.24 4.51 -0.49
C -0.28 2.70 1.13
Si 0.11 0.91 1.37
F 1.69 0.78 1.50
O -0.55 -0.01 0.22
Si 0.03 -1.54 -0.13
O -1.24 -2.57 -0.04
F 1.07 -2.02 0.96
C 0.68 -1.53 -1.86
C 1.99 -2.33 -2.10
C 3.06 -1.44 -2.74
C 3.92 -0.71 -1.74
O 4.95 -0.13 -2.03
O 3.45 -0.76 -0.47
S -0.93 0.25 3.20
O -2.29 0.55 2.89
O -0.62 -1.10 3.53
F -0.54 1.19 4.39
H 2.31 4.19 -0.29
H 2.33 3.13 0.91
H 1.67 2.02 -1.09
H 0.67 2.89 -2.02
H 0.31 4.95 -1.23
H -1.06 4.13 -0.97
H -1.35 2.80 0.97
H -0.03 3.27 2.03
H -1.23 -3.01 0.82
H -0.12 -1.94 -2.48
H 0.77 -0.49 -2.17
H 2.37 -2.78 -1.20
H 1.76 -3.11 -2.82
H 2.63 -0.71 -3.42
H 3.74 -2.05 -3.32
H 3.84 -0.02 0.01
Br -3.18 -3.47 2.67
C -4.01 -2.06 1.61
C -5.13 -2.59 0.76
Br -4.48 -3.56 -0.79
H -3.22 -1.60 1.03
H -4.39 -1.34 2.34
H -5.72 -1.76 0.36
H -5.78 -3.26 1.30
*
```

Values from the calculation:
E_tot = -7357.68987 Eh

Atom charges from the Mulliken analysis, given in e for atoms 1 to 4:
1. N -0.7656
2. C 0.8004
3. N -0.5180
4. N -0.7371

Record 3
This record from the OMol25 dataset describes a structure of composition C8H20BrNO2V at a distorted geometry. The level of theory is the ωB97M-V functional and the def2-TZVPD basis.

```
! wB97M-V def2-TZVPD RIJCOSX def2/J DEFGRID3
* xyz 2 2
O 19.62 -9.97 -26.69
V 20.93 -9.10 -26.49
C 25.13 -10.59 -21.15
C 25.28 -11.33 -22.47
N 26.54 -11.03 -23.26
C 26.37 -9.66 -23.81
C 27.77 -11.05 -22.42
C 28.17 -12.40 -21.88
C 26.57 -12.03 -24.41
C 27.83 -11.92 -25.29
O 28.06 -10.75 -26.00
C 27.08 -10.55 -27.01
H 26.05 -10.59 -20.57
H 24.31 -11.02 -20.58
H 24.93 -9.53 -21.36
H 24.42 -11.15 -23.13
H 25.34 -12.40 -22.26
H 27.24 -9.27 -24.32
H 26.25 -8.94 -23.00
H 25.47 -9.68 -24.42
H 27.69 -10.31 -21.63
H 28.53 -10.58 -23.04
H 28.13 -13.16 -22.67
H 27.52 -12.74 -21.07
H 29.23 -12.43 -21.60
H 25.64 -11.94 -24.96
H 26.49 -13.02 -23.96
H 27.81 -12.81 -25.93
H 28.71 -12.12 -24.67
H 27.04 -11.46 -27.61
H 27.32 -9.69 -27.63
H 26.07 -10.38 -26.61
Br 22.35 -10.92 -25.10
*
```

Values from the calculation:
<S²> = 0.888
E_tot = -4039.34499 Eh
ΔE to the lowest compared entry with this formula, charge and spin = 0.827 eV

Atom charges from the Mulliken analysis, given in e for atoms 1 to 4:
1. O -0.3319
2. V 1.3840
3. C -1.2352
4. C 0.2117

Record 4
This record from the OMol25 dataset describes the molecule C8H20BrO2PSi at a distorted geometry. The level of theory is the ωB97M-V functional and the def2-TZVPD basis.

```
! wB97M-V def2-TZVPD RIJCOSX def2/J DEFGRID3
* xyz 0 1
C -2.42 -0.50 -3.31
C -0.91 -0.55 -3.54
C -0.11 -0.22 -2.28
C -0.16 1.28 -2.01
O -0.22 1.66 -0.63
Si 1.03 1.13 0.33
C 0.51 -0.46 1.24
C 1.43 -1.65 0.86
C 0.43 -0.32 2.76
C -0.65 -1.25 3.36
P 1.46 2.93 1.63
O 2.19 2.26 2.95
Br -0.64 3.37 2.34
H -2.78 0.52 -3.34
H -2.68 -0.89 -2.33
H -2.95 -1.03 -4.08
H -0.64 0.19 -4.30
H -0.63 -1.52 -3.93
H -0.53 -0.79 -1.46
H 0.92 -0.53 -2.47
H -1.06 1.68 -2.47
H 0.68 1.77 -2.51
H 2.25 0.87 -0.45
H -0.48 -0.70 0.88
H 1.81 -2.15 1.74
H 0.88 -2.40 0.30
H 2.27 -1.36 0.24
H 1.37 -0.56 3.23
H 0.18 0.70 3.06
H -1.50 -0.68 3.73
H -1.05 -1.93 2.62
H -0.28 -1.82 4.21
H 2.26 2.98 3.61
*
```

Values from the calculation:
SMILES string = CCCCO[Si@H]([C@@H](C)CC)P(O)Br
E_tot = -3672.21296 Eh
ΔE to the lowest compared entry with this formula, charge and spin = 0.000 eV

Atom charges from the Mulliken analysis, given in e for atoms 1 to 4:
1. C -1.1198
2. C -0.8157
3. C -0.0512
4. C -0.5599

Record 5
This record from the OMol25 dataset describes a structure of composition C8H20CeClI2OP2 at a distorted geometry. The level of theory is the ωB97M-V functional and the def2-TZVPD basis.

```
! wB97M-V def2-TZVPD RIJCOSX def2/J DEFGRID3
* xyz 2 2
I 0.39 -1.15 -3.64
I -0.48 1.57 -2.56
Ce 0.02 -1.16 -0.37
P -2.84 0.09 -0.05
C -3.88 1.55 0.31
C -3.31 -0.52 -1.72
H -4.40 -0.65 -1.80
H -4.54 -1.36 0.77
H -2.80 -1.49 -1.91
H -2.97 -2.24 0.76
H -3.67 2.35 -0.41
H -2.99 0.23 -2.47
C -3.47 -1.27 1.01
H -4.96 1.38 0.27
H -3.35 -1.01 2.07
H -3.66 1.88 1.32
P 2.84 0.19 -0.05
C 3.83 1.68 0.33
C 3.51 -1.16 1.02
H 2.86 -1.39 -1.90
H 4.44 -0.53 -1.77
H 3.02 0.31 -2.46
C 3.35 -0.41 -1.70
H 3.04 -2.14 0.78
H 4.58 -1.21 0.79
H 4.91 1.55 0.30
H 3.59 2.00 1.34
H 3.38 -0.90 2.09
H 3.60 2.47 -0.39
C -0.02 1.01 0.34
O -0.04 2.17 0.51
Cl 0.03 -1.92 2.62
C 0.00 -0.29 1.96
H -0.95 0.16 2.30
H 0.94 0.19 2.31
*
```

Values from the calculation:
<S²> = 0.760
E_tot = -2604.80866 Eh
ΔE to the lowest compared entry with this formula, charge and spin = 0.603 eV

Atom charges from the Mulliken analysis, given in e for atoms 1 to 4:
1. I -0.0846
2. I -0.0285
3. Ce 0.8699
4. P 0.5681

Record 6
This record from the OMol25 dataset describes a structure of composition C8H20F3InN2O6PS at a distorted geometry. The level of theory is the ωB97M-V functional and the def2-TZVPD basis.

```
! wB97M-V def2-TZVPD RIJCOSX def2/J DEFGRID3
* xyz -1 1
C 1.33 3.34 1.01
C 1.51 2.36 -0.17
P 0.99 0.66 0.37
C 2.21 -0.56 -0.35
In -1.28 0.09 -0.64
C -1.61 1.55 -2.32
C -2.88 2.39 -1.99
S -2.96 0.37 1.24
O -2.63 1.54 2.02
O -2.99 -0.87 1.99
C -4.75 0.63 0.73
F -5.53 0.09 1.65
F -5.05 0.04 -0.40
F -5.06 1.88 0.68
H 1.72 2.89 1.91
H 1.83 4.28 0.81
H 0.27 3.56 1.10
H 2.55 2.38 -0.49
H 0.93 2.76 -1.00
H 1.98 -0.70 -1.41
H 2.06 -1.52 0.12
H 3.24 -0.24 -0.22
H -1.23 -1.57 -1.21
H -0.74 2.18 -2.43
H -1.81 1.03 -3.25
H -3.73 1.72 -1.99
H -3.03 3.22 -2.67
H -2.78 2.74 -0.96
C 6.47 -0.43 2.62
N 5.59 -0.49 1.42
O 5.36 -1.59 0.95
O 5.18 0.57 0.99
H 6.76 -1.43 2.89
H 7.33 0.18 2.36
H 5.89 0.04 3.42
C -2.62 -4.94 -0.56
N -1.58 -4.46 -1.50
O -1.66 -4.82 -2.67
O -0.74 -3.72 -1.04
H -3.31 -5.58 -1.10
H -2.12 -5.49 0.23
H -3.13 -4.06 -0.16
*
```

Values from the calculation:
E_tot = -2106.83309 Eh

Atom charges from the Mulliken analysis, given in e for atoms 1 to 4:
1. C -1.3121
2. C -0.3518
3. P 0.0978
4. C -0.8373

Q: Which of these has the highest E_tot?
A: C8H20AgClO4

Q: Look up the E_tot of the fourth one.
A: -3672.21296 Eh

What did the first record say?
This record from the OMol25 dataset describes a structure of composition C8H20AgClO4 at a distorted geometry. The level of theory is the ωB97M-V functional and the def2-TZVPD basis.

```
! wB97M-V def2-TZVPD RIJCOSX def2/J DEFGRID3
* xyz 0 1
Ag -1.20 27.95 -4.11
Cl 0.32 27.13 -5.97
C -4.32 25.90 -3.54
O -2.97 26.20 -3.25
C -2.71 26.27 -1.85
C -1.24 26.14 -1.61
O -0.61 27.37 -1.94
C 0.80 27.35 -1.84
H -4.67 25.04 -2.96
H -4.37 25.70 -4.61
H -4.98 26.74 -3.29
H -3.22 25.42 -1.39
H -3.09 27.22 -1.47
H -0.79 25.31 -2.17
H -1.06 25.95 -0.54
H 1.23 26.70 -2.61
H 1.13 26.98 -0.86
H 1.17 28.36 -1.99
C -3.45 28.67 -6.44
O -3.05 28.98 -5.11
C -2.79 30.35 -4.92
C -2.88 30.75 -3.48
O -2.15 29.85 -2.65
C -2.14 30.26 -1.31
H -2.71 29.02 -7.16
H -4.43 29.12 -6.65
H -3.55 27.59 -6.49
H -3.52 30.96 -5.48
H -1.79 30.59 -5.30
H -3.92 30.77 -3.13
H -2.52 31.79 -3.37
H -1.45 31.10 -1.16
H -1.79 29.42 -0.71
H -3.14 30.53 -0.95
*
```

Values from the calculation:
E_tot = -1224.86748 Eh
ΔE to the lowest compared entry with this formula, charge and spin = 0.013 eV

Atom charges from the Mulliken analysis, given in e for atoms 1 to 4:
1. Ag 0.3905
2. Cl -0.6669
3. C -0.8424
4. O -0.2012

Q: E_tot of number 4 (C8H20BrO2PSi)?
A: -3672.21296 Eh